[1]
37
Properties=species:S:1:pos:R:3 method="wB97M-V/def2-TZVPD" de_lowest_ev=10.631 largest_force_ev_per_a=8.16 homo_lumo_gap_ev=8.08 smiles="CCCCNN(Cc1ccccc1C)S(=O)(=O)F" charge=0 lumo_energy_ev=-0.48 homo_energy_ev=-8.55
C 4.93122 -1.51745 0.33196
C 4.66389 -0.17487 -0.58319
C 3.01107 0.08121 -0.59373
C 2.50513 0.44038 0.92864
N 1.30648 1.36086 1.00058
N 0.19583 0.85577 0.34318
C -1.05422 0.87230 1.19470
C -2.13900 -0.21156 0.52698
C -1.71545 -1.82514 0.41530
C -2.78517 -2.91532 -0.25805
C -4.25518 -2.47410 -0.86394
C -4.67034 -0.89273 -0.73848
C -3.63056 0.21313 -0.03625
C -4.19877 1.76133 0.04205
S 0.03613 1.85832 -1.09521
O 0.14020 0.87388 -2.31276
O 1.18758 2.93789 -1.11240
F -1.43588 2.76965 -1.14322
H 3.88965 -2.04047 0.47705
H 5.69954 -2.18784 -0.28741
H 5.40602 -1.16018 1.36621
H 4.99753 -0.30067 -1.70720
H 5.23884 0.79070 -0.18535
H 2.48292 -0.88628 -0.99577
H 2.83667 0.92880 -1.38371
H 3.40959 0.97471 1.47261
H 2.30221 -0.58633 1.46806
H 1.10414 1.65211 1.98211
H -1.55077 1.92734 1.32159
H -0.84930 0.44257 2.28944
H -0.69134 -2.24351 0.79830
H -2.45795 -4.04062 -0.29222
H -5.03785 -3.19893 -1.35510
H -5.71773 -0.51666 -1.15070
H -3.78888 2.36267 0.97856
H -5.38082 1.70288 0.11912
H -3.98542 2.36617 -0.96172



[2]
14
Properties=species:S:1:pos:R:3 method="wB97M-V/def2-TZVPD" de_lowest_ev=3.851 largest_force_ev_per_a=5.12 homo_lumo_gap_ev="6.69 / 8.41" charge=0 lumo_energy_ev="-0.59 / -0.04" homo_energy_ev="-7.28 / -8.45"
C -1.47818 0.81421 0.17467
C -1.15773 -0.03635 1.25606
C -0.57498 0.53434 -0.92307
C -0.16383 -0.88053 0.90712
C 0.45493 -0.54513 -0.47317
C 1.95112 -0.00686 -0.60126
Cl 2.17597 1.51690 0.08028
Cl 3.09679 -1.22999 -0.23867
H -2.26467 1.42278 0.22770
H -1.80919 0.06301 2.17251
H -0.90029 0.03893 -1.87339
H 0.02445 1.49307 -1.39395
H 0.35353 -1.67001 1.61473
H 0.29206 -1.51435 -0.92956



[3]
60
Properties=species:S:1:pos:R:3 method="wB97M-V/def2-TZVPD" de_lowest_ev=0.000 largest_force_ev_per_a=0.74 homo_lumo_gap_ev=8.51 charge=+2 lumo_energy_ev=-6.13 homo_energy_ev=-14.64
Mg -0.02691 0.11341 0.00666
C 1.44304 -2.33234 0.54125
C 0.19194 -2.54227 1.40136
N -0.61558 -1.30082 1.49240
C -2.05600 -1.51197 1.23551
C -2.32515 -1.77947 -0.24809
N -1.53135 -0.88016 -1.12436
C -0.84268 -1.59785 -2.21762
C 0.36147 -2.37176 -1.67355
N 1.10492 -1.56597 -0.67579
H 2.18736 -1.76776 1.10091
H 1.88417 -3.30506 0.30663
H -0.42494 -3.33241 0.97309
H 0.50094 -2.89306 2.38646
H -0.54221 -0.92984 2.43371
H -2.46621 -2.33633 1.82581
H -2.57977 -0.60504 1.53886
H -2.08267 -2.81416 -0.49095
H -3.39383 -1.65968 -0.42684
H -2.16356 -0.20835 -1.54767
H -1.50938 -2.29159 -2.73688
H -0.49948 -0.86653 -2.94893
H 0.02243 -3.29248 -1.19905
H 1.00014 -2.66666 -2.50578
H 1.97380 -1.24857 -1.09370
C 0.80983 2.62281 -3.55025
C 0.15994 1.77677 -2.65134
N 0.63121 1.48872 -1.44836
C 1.77805 2.09222 -1.04998
C 2.48202 2.99411 -1.87032
C 1.97914 3.22898 -3.16193
C 3.65891 3.64071 -1.37703
C 4.10818 3.39976 -0.12677
C 3.42747 2.47948 0.73094
C 3.86703 2.19966 2.03634
C 3.16257 1.31142 2.81115
C 2.02943 0.70244 2.27224
N 1.59243 0.93094 1.04340
C 2.27274 1.81540 0.27479
H 0.39129 2.79159 -4.53233
H -0.79371 1.33707 -2.92099
H 2.50880 3.89137 -3.83487
H 4.17541 4.33801 -2.02390
H 4.99031 3.90152 0.24949
H 4.75276 2.69003 2.42016
H 3.47383 1.07704 3.81922
H 1.46205 -0.00071 2.87044
C -1.10282 3.89736 0.58787
As -1.63829 2.06219 0.97028
C -1.89299 2.18062 2.90489
C -3.49742 2.12956 0.36316
H -1.81531 4.59624 1.02197
H -1.06415 4.05391 -0.48989
H -0.11521 4.09172 1.00596
H -2.53436 3.02453 3.15207
H -0.92689 2.31754 3.39016
H -2.35462 1.26939 3.28582
H -4.01301 2.97696 0.81120
H -4.02308 1.21568 0.63956
H -3.52228 2.23905 -0.72129



[4]
65
Properties=species:S:1:pos:R:3 method="wB97M-V/def2-TZVPD" de_lowest_ev=2.525 largest_force_ev_per_a=0.82 homo_lumo_gap_ev=8.40 charge=0 lumo_energy_ev=0.18 homo_energy_ev=-8.23
C 3.99131 4.27676 0.59375
O 3.10810 3.37992 1.22288
C 2.40997 2.50658 0.44689
C 2.47079 2.44116 -0.93729
C 1.70734 1.49480 -1.60340
C 0.88586 0.61403 -0.93017
C 0.08056 -0.43070 -1.66900
C -1.37559 -0.37355 -1.27789
C -2.17409 0.67418 -1.57847
O -1.67992 1.66680 -2.35863
C -3.56440 0.80877 -1.12580
C -4.56300 1.16738 -2.03233
C -5.86607 1.31914 -1.60759
C -6.19615 1.13274 -0.27035
C -5.19820 0.76444 0.64223
C -3.89040 0.61457 0.21016
O -5.47727 0.54938 1.96415
C -6.84934 0.33411 2.20955
C -7.67989 1.40477 1.50401
O -7.49549 1.32711 0.10653
C -1.74104 -1.62085 -0.62141
O -2.80621 -1.95948 -0.15644
C -0.48722 -2.49263 -0.67400
O -0.36099 -3.62334 -0.25612
N 0.46588 -1.77961 -1.31260
C 1.78784 -2.29657 -1.55549
C 2.78489 -1.93990 -0.44909
C 4.09955 -2.69403 -0.63983
N 5.18253 -2.11263 0.13688
C 6.45819 -2.68122 -0.24641
C 4.96860 -2.24443 1.56348
C 0.81601 0.68982 0.47346
O -0.01336 -0.19746 1.08150
C -0.11857 -0.19317 2.48431
C 1.57735 1.62962 1.14492
H 4.77428 3.74735 0.04190
H 4.44514 4.85535 1.39680
H 3.46154 4.95355 -0.08436
H 3.09933 3.10637 -1.50576
H 1.75725 1.44585 -2.68097
H 0.21328 -0.27551 -2.74912
H -2.35431 2.34804 -2.48502
H -4.32757 1.29304 -3.07984
H -6.65244 1.58563 -2.29534
H -3.13704 0.34009 0.92817
H -6.98238 0.37850 3.29119
H -7.14399 -0.65716 1.84024
H -8.74698 1.26516 1.68304
H -7.37262 2.39642 1.86405
H 2.14005 -1.92037 -2.52089
H 1.68893 -3.38563 -1.60637
H 2.32925 -2.20009 0.50651
H 2.99233 -0.86934 -0.45815
H 3.95230 -3.76254 -0.39896
H 4.38893 -2.62574 -1.69297
H 7.25068 -2.18577 0.31270
H 6.51884 -3.76443 -0.05437
H 6.62449 -2.50831 -1.30889
H 5.81620 -1.80734 2.08940
H 4.86223 -3.29405 1.88047
H 4.07218 -1.69917 1.84847
H -0.82066 -0.99093 2.72254
H 0.84445 -0.40272 2.96006
H -0.50858 0.76026 2.85474
H 1.55735 1.71702 2.21838



[5]
89
Properties=species:S:1:pos:R:3 method="wB97M-V/def2-TZVPD" largest_force_ev_per_a=0.85 homo_lumo_gap_ev=7.76 charge=+1 lumo_energy_ev=-2.50 homo_energy_ev=-10.26
C 2.40551 2.97185 2.54831
C 1.16861 2.64538 1.69203
C 1.28998 2.91817 0.19117
Cl 2.25717 4.33536 -0.25001
P 1.87860 1.45909 -0.75750
C 2.93762 0.42139 0.27386
H 3.28340 3.21864 1.96586
H 2.65595 2.10119 3.14310
H 2.16110 3.75479 3.24981
H 0.33507 3.23821 2.03745
H 0.90897 1.59936 1.81860
H 0.29374 3.11249 -0.18268
H 2.56489 1.91502 -1.88350
H 0.71750 0.74658 -1.13295
H 2.29265 -0.12531 0.94868
H 3.56929 1.07974 0.86024
H 3.53983 -0.23146 -0.34076
C 10.52868 2.09381 -0.43492
O 9.92909 2.89214 0.56891
C 9.54240 4.19135 0.14218
C 8.03577 4.32457 0.08790
N 7.46761 3.52769 -0.99426
C 6.01788 3.40229 -0.96538
C 5.37000 2.73587 0.24442
O 5.61434 1.34582 0.36747
C 6.84146 0.98940 0.99480
H 10.95231 1.21979 0.05571
H 9.80156 1.75111 -1.18023
H 11.33183 2.63232 -0.94378
H 9.99610 4.44110 -0.82052
H 9.92248 4.90012 0.88201
H 7.77624 5.37470 -0.07325
H 7.64899 4.02973 1.07282
H 7.87398 2.60181 -0.97435
H 5.72857 2.82770 -1.85050
H 5.58463 4.40148 -1.08131
H 4.28744 2.81657 0.10962
H 5.60730 3.24972 1.18387
H 7.12631 1.71098 1.76251
H 7.64730 0.89254 0.26566
H 6.70035 0.01671 1.46426
C -2.31352 -4.57013 -4.14091
O -2.80228 -3.33492 -4.63033
C -4.09834 -2.98292 -4.16129
C -4.03603 -1.80762 -3.21029
N -3.40199 -2.17440 -1.94890
C -3.07849 -1.05058 -1.07713
C -2.11165 0.00903 -1.58957
O -0.76427 -0.43994 -1.74526
C -0.48772 -1.12461 -2.96413
H -1.42303 -4.81777 -4.71564
H -2.03592 -4.51500 -3.08167
H -3.04735 -5.36863 -4.27369
H -4.59455 -3.84001 -3.69859
H -4.68791 -2.68870 -5.03296
H -5.05199 -1.45807 -3.00684
H -3.50131 -0.99995 -3.72888
H -2.55546 -2.69231 -2.14293
H -2.65558 -1.46944 -0.16058
H -4.00933 -0.55399 -0.79054
H -2.07246 0.79691 -0.83123
H -2.45554 0.48622 -2.51260
H -1.08657 -0.73848 -3.78954
H -0.64960 -2.19763 -2.86083
H 0.56833 -0.97523 -3.19889
C -8.16748 -4.08478 0.68360
O -8.52284 -3.33151 1.82652
C -8.00826 -3.83466 3.05287
C -6.93490 -2.92770 3.61483
N -5.72416 -2.96932 2.80363
C -4.73190 -1.95100 3.12792
C -5.11363 -0.48087 2.98081
O -5.31786 -0.05785 1.64494
C -6.60710 -0.31986 1.11413
H -8.77379 -3.72259 -0.14475
H -7.11145 -3.95943 0.41719
H -8.37385 -5.14854 0.82860
H -7.63760 -4.85638 2.93290
H -8.83953 -3.86413 3.76185
H -6.69109 -3.25302 4.63022
H -7.36196 -1.91811 3.67903
H -5.97533 -2.87573 1.82860
H -3.87054 -2.13114 2.47845
H -4.39333 -2.11673 4.15576
H -4.26778 0.10698 3.34829
H -5.97336 -0.20430 3.60140
H -7.38290 -0.25720 1.87962
H -6.65050 -1.29833 0.62830
H -6.80881 0.43458 0.35319



[6]
14
Properties=species:S:1:pos:R:3 method="wB97M-V/def2-TZVPD" de_lowest_ev=5.220 largest_force_ev_per_a=4.65 homo_lumo_gap_ev=8.75 charge=0 lumo_energy_ev=-0.59 homo_energy_ev=-9.33
C 0.51560 1.62658 1.35773
C 0.77539 -1.20088 -0.63520
C 0.35028 0.30934 0.93242
C -1.24546 0.39971 -0.95215
N 0.49534 2.76060 1.61725
N 1.51574 -1.51404 0.49414
N 1.33431 -0.69099 1.40616
N 0.10442 0.06260 -0.43825
H 1.46691 -1.04373 -1.56578
H 0.22982 -2.14500 -0.88901
H -0.97101 -0.11861 1.96420
H -1.83163 -0.44261 -1.25144
H -1.65064 0.93257 -0.14055
H -1.08908 1.06446 -1.89953